1.
{"formula": "Cl2H2O2P", "method": "wB97M-V/def2-TZVPD", "charge": 1, "energy_ha": -1413.2234, "de_lowest_kcal_mol": 0.0, "species": ["O", "O", "P", "Cl", "Cl", "H", "H"], "xyz": [[0.91637, 0.29137, -0.90831], [0.26591, 0.11632, 1.51842], [-0.23389, -0.22517, 0.13081], [-1.88739, 0.89129, -0.21828], [-0.52836, -2.08449, -0.03517], [0.85260, 0.04814, -1.84462], [0.61475, 0.96255, 1.35715]], "forces_ev_per_angstrom": [[-1.6965, -0.8106, 2.0269], [-0.2175, -1.6844, 0.8752], [-0.2902, 1.6861, -3.9806], [1.1644, -1.1077, 0.1571], [-0.3466, -0.9575, 0.0045], [-0.1450, -0.0201, -0.0418], [1.5315, 2.8943, 0.9588]]}

2.
{"formula": "C40H37BN12O2STeW", "method": "wB97M-V/def2-TZVPD", "charge": 3, "s_squared": 0.77, "spin_multiplicity": 2, "energy_ha": -3111.3949, "de_lowest_kcal_mol": 8.9, "species": ["W", "C", "C", "C", "C", "N", "N", "B", "N", "C", "C", "C", "C", "N", "N", "C", "C", "C", "C", "N", "N", "C", "C", "C", "C", "N", "H", "H", "H", "H", "H", "H", "H", "H", "H", "H", "H", "H", "H", "H", "H", "H", "H", "H", "H", "H", "O", "C", "C", "C", "C", "C", "C", "C", "N", "N", "C", "O", "C", "C", "C", "C", "C", "C", "H", "H", "H", "H", "H", "H", "H", "H", "H", "H", "N", "C", "C", "C", "C", "C", "N", "C", "H", "H", "H", "H", "Te", "C", "C", "C", "C", "S", "H", "H", "H"], "xyz": [[-0.07663, -0.25240, 0.20731], [-2.08553, -1.09681, 3.42238], [-0.64758, -1.43974, 3.20288], [0.22623, -1.73259, 4.23300], [1.44690, -1.99733, 3.63408], [1.30604, -1.87299, 2.31671], [-0.00035, -1.55647, 2.01041], [2.29928, -2.13497, 1.15061], [2.73112, -0.77082, 0.46374], [3.96987, -0.29095, 0.33952], [3.96867, 0.72794, -0.59616], [2.65952, 0.83730, -1.03856], [2.13245, 1.75584, -2.08072], [1.90382, -0.08397, -0.38668], [1.44924, -2.88041, 0.09982], [1.58127, -4.12658, -0.35320], [0.63575, -4.33988, -1.33398], [-0.06992, -3.15190, -1.44827], [-1.16158, -2.93688, -2.43404], [0.40467, -2.26186, -0.53271], [3.53872, -2.86411, 1.52695], [4.46687, -3.41883, 0.68690], [5.61552, -3.61089, 1.39380], [5.33597, -3.11092, 2.69200], [6.23599, -3.08558, 3.87705], [4.10303, -2.64703, 2.75584], [-2.20141, -0.75851, 4.44989], [-2.72050, -1.97643, 3.30159], [-2.46701, -0.31496, 2.76747], [-0.00314, -1.77196, 5.28373], [2.40285, -2.28854, 4.03823], [4.77686, -0.71809, 0.91432], [4.81725, 1.29290, -0.94073], [2.78539, 1.72060, -2.95257], [2.12181, 2.78646, -1.72202], [1.13475, 1.48282, -2.40901], [2.33303, -4.78148, 0.05354], [0.48577, -5.23416, -1.91264], [-1.32583, -3.87108, -2.96659], [-0.89791, -2.17365, -3.16061], [-2.10129, -2.65483, -1.95815], [4.25106, -3.62567, -0.34890], [6.53004, -4.05556, 1.04207], [6.49161, -4.10007, 4.18319], [5.75219, -2.58388, 4.71209], [7.16699, -2.56802, 3.64679], [0.54697, 0.74839, 1.69864], [1.32145, 1.87183, 1.81091], [2.49082, 1.86467, 2.54929], [3.22476, 3.04196, 2.58796], [2.79340, 4.18480, 1.91672], [1.60208, 4.18186, 1.20891], [0.85805, 3.00655, 1.16153], [-0.46873, 2.84568, 0.53051], [-0.55159, 1.63122, -0.29439], [-1.17298, 1.95511, -1.43764], [-1.28638, 0.86983, -2.17704], [-0.77540, -0.21458, -1.64403], [-2.01573, 0.89994, -3.43384], [-1.99043, 2.08203, -4.18262], [-2.69725, 2.15615, -5.36830], [-3.45026, 1.06929, -5.79538], [-3.49812, -0.09710, -5.04051], [-2.77632, -0.18946, -3.86521], [2.81259, 0.96961, 3.06504], [4.14738, 3.07447, 3.15156], [3.39013, 5.08518, 1.96010], [1.25325, 5.07611, 0.70779], [-0.79570, 3.68463, -0.07572], [-1.40594, 2.92578, -3.84222], [-2.66489, 3.05960, -5.96092], [-4.00850, 1.13326, -6.71923], [-4.10027, -0.93105, -5.37342], [-2.82848, -1.08811, -3.27092], [-6.21167, 1.54485, -0.27086], [-5.49518, 0.66293, -0.11297], [-4.53209, -0.37391, 0.12211], [-4.87564, -1.71061, 0.31488], [-3.85739, -2.61892, 0.54767], [-2.54764, -2.17821, 0.59805], [-2.21135, -0.88413, 0.41378], [-3.19766, -0.00766, 0.16284], [-5.91172, -2.02174, 0.28477], [-4.07147, -3.66745, 0.70042], [-1.73358, -2.85715, 0.80740], [-2.92725, 1.02301, -0.01474], [-1.80774, 2.81959, 2.30530], [-2.36327, 4.75356, 2.25162], [-2.66767, 5.51184, 3.39086], [-3.06999, 6.80372, 3.07339], [-3.08641, 7.02935, 1.70837], [-2.61151, 5.67701, 0.80834], [-2.58619, 5.13163, 4.39960], [-3.34113, 7.55671, 3.79791], [-3.37859, 7.93911, 1.20457]], "forces_ev_per_angstrom": [[-0.0191, 0.0823, 0.1665], [-0.0508, 0.0424, -0.0170], [0.0512, -0.0208, 0.0547], [0.0511, 0.0214, -0.0522], [-0.0683, 0.0219, 0.0076], [0.0305, -0.0919, -0.0235], [0.1635, 0.0190, 0.1648], [-0.0452, 0.0880, 0.0461], [-0.0073, -0.2122, -0.1705], [-0.0942, -0.0686, 0.0220], [-0.0119, -0.0165, -0.0586], [0.0239, -0.0288, 0.0689], [-0.0519, 0.0283, -0.0629], [0.2940, 0.1420, 0.2126], [0.0420, 0.0223, -0.0300], [-0.0405, 0.0679, 0.0568], [0.0317, 0.0291, -0.0317], [-0.0312, -0.1020, 0.1127], [-0.0882, 0.0125, 0.0035], [-0.0889, -0.0489, -0.3249], [0.0255, -0.0729, -0.0359], [0.0290, -0.0233, 0.0128], [-0.0674, 0.0331, -0.0333], [-0.0187, 0.0006, -0.0222], [0.0267, 0.0079, 0.0421], [0.0053, 0.0426, 0.0253], [-0.0145, -0.0225, 0.0092], [-0.0078, 0.0217, -0.0096], [0.0483, -0.0013, 0.0447], [-0.0076, -0.0045, 0.0105], [0.0001, 0.0070, -0.0028], [0.0318, -0.0233, -0.0084], [0.0026, 0.0216, -0.0127], [0.0201, 0.0295, 0.0200], [-0.0215, -0.0019, 0.0092], [0.0246, -0.0158, -0.0098], [0.0005, -0.0123, -0.0025], [-0.0114, -0.0099, -0.0141], [-0.0216, 0.0059, 0.0104], [0.0282, 0.0019, -0.0128], [0.0074, 0.0465, -0.0108], [0.0035, 0.0015, -0.0081], [0.0235, -0.0119, 0.0026], [0.0090, 0.0057, 0.0028], [0.0016, -0.0018, 0.0041], [0.0071, -0.0133, 0.0007], [-0.1404, 0.1315, 0.1711], [0.0816, -0.0171, -0.0478], [-0.0631, 0.0337, -0.0725], [0.0323, -0.0181, 0.0258], [0.0104, 0.0223, -0.0045], [-0.0689, -0.0472, 0.0236], [0.1244, 0.0177, -0.0192], [-0.0123, 0.0357, 0.0588], [-0.3628, 0.3023, 0.0098], [0.1072, -0.0963, 0.1371], [-0.0593, -0.0411, 0.1818], [-0.0442, 0.0085, -0.4218], [0.1326, 0.0154, -0.0217], [-0.0158, -0.0038, -0.0396], [0.0094, -0.0017, 0.0282], [-0.0012, 0.0024, 0.0011], [-0.0010, -0.0008, 0.0035], [0.0278, 0.0035, -0.0269], [-0.0047, -0.0155, 0.0004], [0.0044, -0.0076, 0.0034], [-0.0022, 0.0131, 0.0003], [-0.0059, 0.0103, -0.0109], [0.0743, 0.0080, -0.0044], [0.0103, 0.0039, 0.0108], [0.0006, 0.0040, -0.0010], [-0.0056, -0.0028, -0.0145], [-0.0005, -0.0064, 0.0042], [0.0108, -0.0364, 0.0230], [-0.0244, 0.0384, -0.0328], [-0.0281, 0.0039, 0.0542], [0.1010, 0.0074, -0.0024], [-0.0057, 0.0024, 0.0028], [0.0550, 0.0082, 0.0094], [-0.0459, 0.0834, 0.0601], [-0.1328, -0.4099, -0.0524], [0.0392, -0.0654, 0.0224], [-0.0060, 0.0005, -0.0108], [0.0067, -0.0039, 0.0020], [0.0072, -0.0118, -0.0304], [0.0032, -0.0003, -0.0272], [0.0202, 0.0245, -0.0585], [-0.0542, 0.0867, -0.1428], [-0.0501, -0.0520, 0.0162], [-0.0057, 0.0122, 0.0360], [-0.0062, -0.0204, 0.0444], [0.0750, -0.0406, -0.0500], [-0.0012, 0.0051, 0.0126], [-0.0040, 0.0001, 0.0144], [0.0041, 0.0158, -0.0221]]}

3.
{"formula": "CH3NO2S", "method": "wB97M-V/def2-TZVPD", "energy_ha": -643.1830, "de_lowest_kcal_mol": 82.3, "species": ["C", "N", "O", "O", "S", "H", "H", "H"], "xyz": [[0.23090, -0.00871, -1.10000], [0.00441, -1.16730, 1.59901], [-0.07221, -0.98352, 2.75499], [-0.76814, 1.87229, 0.54012], [-0.88478, 0.44368, 0.30560], [-0.14628, 0.59035, -1.91824], [0.33620, -1.09152, -1.30009], [1.29989, 0.34472, -0.88139]], "forces_ev_per_angstrom": [[1.9172, 0.4773, 1.1607], [-0.4466, 1.3831, 1.7531], [0.1983, -0.2286, -2.5259], [0.6709, 1.0179, 0.4326], [-0.0625, -2.7629, -0.4417], [-0.0855, -0.2242, -0.3702], [-0.6795, 0.5792, 0.1170], [-1.5122, -0.2418, -0.1255]]}